[1]
Here is a cluster of 14 separate species, C22H57N14O27 in total from the OMol25 dataset. Energies are from ωB97M-V/def2-TZVPD.

Last columns: bonded neighbours and bond lengths (Å).
Geometry (Å):
1 C 0.13887 2.67072 0.51808  C2 1.643, H12 1.206, H13 0.918, H14 1.139
2 C 0.02287 1.05672 0.23608  C1 1.643, C3 1.547, N7 1.391, C11 1.469
3 C -0.05313 0.90272 -1.30092  C2 1.547, C4 1.499, H15 1.089, H16 1.038
4 C -0.02113 -0.53828 -1.71092  C3 1.499, C5 1.592, H17 1.161, H18 0.998
5 C 1.18887 -1.34928 -1.06792  C4 1.592, C6 1.491, H19 1.022, H20 1.072
6 C 1.21287 -1.14528 0.40908  C5 1.491, N7 1.486, C9 1.515, C10 1.594
7 N 1.01287 0.26972 0.81508  C2 1.391, C6 1.486, O8 1.301
8 O 1.86987 0.89572 1.56808  N7 1.301
9 C 2.52687 -1.44528 1.10108  C6 1.515, H21 1.171, H22 1.178, H23 1.045
10 C 0.06287 -2.02528 1.07608  C6 1.594, H24 1.141, H25 0.939, H26 1.090
11 C -1.32813 0.67372 0.66908  C2 1.469, H27 1.055, H28 1.145, H29 1.163
12 H 0.28487 2.83972 1.70308  C1 1.206
13 H -0.66813 3.02372 0.26008  C1 0.918
14 H 1.08387 2.96972 -0.04292  C1 1.139
15 H 0.75687 1.37772 -1.85292  C3 1.089
16 H -0.87413 1.33772 -1.76392  C3 1.038
17 H 0.16387 -0.60728 -2.85492  C4 1.161
18 H -0.88413 -0.99428 -1.50292  C4 0.998
19 H 1.94387 -0.75328 -1.41192  C5 1.022
20 H 1.42287 -2.26428 -1.57492  C5 1.072
21 H 2.84387 -2.55728 0.91408  C9 1.171
22 H 2.52387 -1.31828 2.27208  C9 1.178
23 H 3.43787 -1.07628 0.74508  C9 1.045
24 H 0.30587 -3.13928 1.03808  C10 1.141
25 H -0.72213 -1.99128 0.56208  C10 0.939
26 H -0.07413 -1.78228 2.13008  C10 1.090
27 H -2.01813 1.35872 0.25908  C11 1.055
28 H -1.42713 0.83372 1.79808  C11 1.145
29 H -1.80813 -0.37928 0.55608  C11 1.163
30 C 2.92987 5.19572 4.02708  N31 1.491, H34 1.070, H35 0.947, H36 1.039
31 N 1.74287 4.30172 3.91008  C30 1.491, O32 1.270, O33 1.266
32 O 0.71687 4.84572 3.39608  N31 1.270
33 O 1.67187 3.16072 4.45508  N31 1.266
34 H 2.71687 5.84072 4.85408  C30 1.070
35 H 2.97587 5.76472 3.27208  C30 0.947
36 H 3.60387 4.42872 4.21708  C30 1.039
37 C 0.04487 -6.41228 1.45308  N38 1.534, H41 0.853, H42 1.061, H43 1.004
38 N 1.47287 -6.16728 1.95708  C37 1.534, O39 1.222, O40 1.162
39 O 1.60687 -5.11828 2.56908  N38 1.222
40 O 2.07687 -7.14628 2.12308  N38 1.162
41 H -0.28513 -5.64328 1.28908  C37 0.853
42 H -0.34313 -6.94228 2.28608  C37 1.061
43 H -0.11513 -7.06828 0.71008  C37 1.004
44 C 3.38287 -3.62328 -4.53792  N45 1.498, H48 1.103, H49 1.161, H50 1.029
45 N 1.90587 -3.64828 -4.78592  C44 1.498, O46 1.177, O47 1.259
46 O 1.35187 -3.03528 -3.94792  N45 1.177
47 O 1.57487 -4.48728 -5.66392  N45 1.259
48 H 3.84287 -3.53428 -5.53692  C44 1.103
49 H 3.58087 -4.65028 -4.03392  C44 1.161
50 H 3.58287 -2.90328 -3.82992  C44 1.029
51 C -0.49913 6.56672 0.76708  N52 1.542, H55 1.115, H56 1.065, H57 1.096
52 N -1.90313 6.16072 0.27408  C51 1.542, O53 1.246, O54 1.190
53 O -2.17413 6.40472 -0.91692  N52 1.246
54 O -2.40913 5.20672 0.77308  N52 1.190
55 H -0.00613 5.60872 0.48008  C51 1.115
56 H -0.70513 6.91172 1.75308  C51 1.065
57 H -0.01713 7.37472 0.20408  C51 1.096
58 C -4.66413 -0.09728 3.15608  N59 1.611, H62 1.111, H63 1.088, H64 1.139
59 N -3.84913 -1.40528 2.68808  C58 1.611, O60 1.216, O61 1.260
60 O -3.58513 -1.62128 1.52108  N59 1.216
61 O -3.51713 -2.20428 3.60408  N59 1.260
62 H -3.94113 0.65172 2.76808  C58 1.111
63 H -4.68213 -0.20028 4.23908  C58 1.088
64 H -5.63013 -0.04028 2.55508  C58 1.139
65 C 3.80887 4.04472 -1.86292  N66 1.560, H69 1.296, H70 1.108, H71 1.041
66 N 4.13887 2.58872 -1.40892  C65 1.560, O67 1.268, O68 1.221
67 O 3.23487 1.91472 -0.82992  N66 1.268
68 O 5.04487 2.05972 -2.03392  N66 1.221
69 H 3.40987 4.87672 -0.95292  C65 1.296
70 H 3.21687 3.82872 -2.77392  C65 1.108
71 H 4.63987 4.66972 -1.91992  C65 1.041
72 C -0.42113 6.00272 -3.91192  N73 1.469, H76 1.010, H77 1.061, H78 1.155
73 N 0.14887 5.70372 -2.59092  C72 1.469, O74 1.271, O75 1.177
74 O -0.23113 4.62772 -2.03092  N73 1.271
75 O 1.13887 6.30372 -2.37892  N73 1.177
76 H -0.90713 5.25272 -4.38192  C72 1.010
77 H 0.15387 6.43972 -4.68892  C72 1.061
78 H -1.30013 6.70472 -3.64992  C72 1.155
79 C 0.27587 0.70472 5.92308  N80 1.453, H83 1.050, H84 1.074, H85 1.193
80 N 0.71187 0.01372 4.72208  C79 1.453, O81 1.243, O82 1.201
81 O -0.17713 -0.28928 3.90808  N80 1.243
82 O 1.84587 -0.38128 4.72308  N80 1.201
83 H 0.10987 1.70672 5.65508  C79 1.050
84 H 0.87987 0.61572 6.80608  C79 1.074
85 H -0.79713 0.21572 6.10208  C79 1.193
86 C -2.58713 -0.77828 -4.73792  N87 1.478, H90 1.089, H91 1.105, H92 1.173
87 N -2.92413 -2.21228 -4.86092  C86 1.478, O88 1.255, O89 1.195
88 O -1.97513 -3.01828 -5.01692  N87 1.255
89 O -4.07913 -2.51228 -4.80492  N87 1.195
90 H -2.82613 -0.71828 -3.67692  C86 1.089
91 H -3.55113 -0.33328 -5.04492  C86 1.105
92 H -1.50013 -0.59928 -5.13992  C86 1.173
93 C -0.44613 -5.62628 -2.99092  N94 1.391, H97 1.072, H98 0.881, H99 1.015
94 N 0.77487 -5.61828 -2.32392  C93 1.391, O95 1.195, O96 1.304
95 O 1.66487 -6.31128 -2.71792  N94 1.195
96 O 0.88687 -4.99528 -1.18392  N94 1.304
97 H -1.30313 -5.64328 -2.34692  C93 1.072
98 H -0.45713 -6.30028 -3.55792  C93 0.881
99 H -0.47013 -4.96728 -3.76292  C93 1.015
100 C -2.83313 4.54972 4.12908  N101 1.455, H104 1.040, H105 1.099, H106 1.127
101 N -3.31913 3.19172 3.93908  C100 1.455, O102 1.194, O103 1.176
102 O -4.48013 2.91672 3.97608  N101 1.194
103 O -2.53313 2.35372 3.68908  N101 1.176
104 H -1.92813 4.53672 4.64108  C100 1.040
105 H -3.69213 4.95072 4.68508  C100 1.099
106 H -2.81413 5.07772 3.13308  C100 1.127
107 C 4.13887 -5.16428 -0.36492  N108 1.472, H111 1.156, H112 1.155, H113 1.163
108 N 4.83487 -5.87228 -1.45192  C107 1.472, O109 1.190, O110 1.187
109 O 4.68587 -7.05228 -1.48192  N108 1.190
110 O 5.49087 -5.23028 -2.20392  N108 1.187
111 H 3.75287 -5.75828 0.54908  C107 1.156
112 H 3.37187 -4.52128 -0.94092  C107 1.155
113 H 4.66287 -4.35428 0.28508  C107 1.163
114 C -5.60613 -1.08828 -1.01092  N115 1.503, H118 1.079, H119 1.192, H120 1.107
115 N -4.16913 -0.75928 -1.30492  C114 1.503, O116 1.265, O117 1.265
116 O -3.84613 0.37272 -1.76792  N115 1.265
117 O -3.35513 -1.72528 -1.23192  N115 1.265
118 H -5.98613 -0.67328 -0.08992  C114 1.079
119 H -5.59413 -2.26328 -1.21092  C114 1.192
120 H -6.29513 -0.77628 -1.81892  C114 1.107

Calculated values
* F_max: 0.31740 Eh/bohr
* DFT total energy: -3668.43101 Ha
* frontier orbital gap: 7.3 eV
* net charge: +1
* energy relative to the best compared isomer or geometry (same formula, charge and spin): 65.6 kcal per mole
* LUMO energy: -5.11 eV

Löwdin population analysis, charges in e, atoms 1 to 2: 0.046, -0.432



[2]
Here is a cluster of 3 separate species, C25H53ClN3O3P in total from the OMol25 dataset. Energies are from ωB97M-V/def2-TZVPD.

Last columns: bonded neighbours and bond lengths (Å).
Geometry (Å):
1 C -3.67651 0.72293 0.15848  N2 1.469, H12 1.079, H13 1.083, H14 1.076
2 N -2.51496 0.45514 -0.69920  C1 1.469, C3 1.464, C4 1.387
3 C -2.88991 0.09475 -2.06815  N2 1.464, H15 1.077, H16 1.073, H17 1.083
4 C -1.52091 1.42253 -0.67865  N2 1.387, O5 1.190, C6 1.501
5 O -0.70661 1.43201 -1.54678  C4 1.190
6 C -1.40260 2.43091 0.42627  C4 1.501, P7 1.946, H18 1.083, H19 1.077
7 P -1.12043 1.57740 2.15271  C6 1.946, C8 1.910, H20 1.427, H21 1.419, H22 1.430
8 C -0.86579 0.65683 3.80642  P7 1.910, C9 1.517, H23 1.084, H24 1.084
9 C -0.86585 -0.85254 3.65520  C8 1.517, C10 1.520, H25 1.079, H26 1.091
10 C 0.39505 -1.44806 3.04914  C9 1.520, Cl11 1.786, H27 1.076, H28 1.075
11 Cl 1.90792 -0.68295 3.60955  C10 1.786
12 H -3.51716 0.26059 1.12063  C1 1.079
13 H -3.90998 1.77397 0.27756  C1 1.083
14 H -4.56027 0.25412 -0.23848  C1 1.076
15 H -3.65747 -0.65941 -2.01536  C3 1.077
16 H -2.05231 -0.36417 -2.55677  C3 1.073
17 H -3.22960 0.94943 -2.64017  C3 1.083
18 H -2.24512 3.11036 0.44699  C6 1.083
19 H -0.53100 3.02161 0.19755  C6 1.077
20 H -2.51539 1.69980 2.42983  P7 1.427
21 H -0.23654 2.61819 2.53858  P7 1.419
22 H -0.58643 0.45745 1.44252  P7 1.430
23 H -1.70169 0.93633 4.43772  C8 1.084
24 H 0.02800 1.03811 4.28789  C8 1.084
25 H -1.13213 -1.34569 4.57698  C9 1.079
26 H -1.66515 -1.09663 2.95426  C9 1.091
27 H 0.45107 -2.49291 3.29916  C10 1.076
28 H 0.36528 -1.38973 1.97615  C10 1.075
29 C -1.01776 6.28723 -4.42637  C30 1.543, H40 1.090, H41 1.087, H42 1.091
30 C -1.59488 4.94605 -3.92656  C29 1.543, C31 1.528, N35 1.494, C39 1.523
31 C -1.30557 3.86170 -4.96341  C30 1.528, C32 1.529, H43 1.095, H44 1.092
32 C -2.15413 4.01582 -6.22552  C31 1.529, C33 1.529, H45 1.093, H46 1.092
33 C -3.64199 4.07569 -5.87730  C32 1.529, C34 1.531, H47 1.092, H48 1.095
34 C -3.99008 5.11332 -4.80644  C33 1.531, N35 1.492, C37 1.542, C38 1.527
35 N -3.05867 5.04399 -3.64294  C30 1.494, C34 1.492, O36 1.286
36 O -3.40829 4.07044 -2.87841  N35 1.286
37 C -3.98828 6.53190 -5.41008  C34 1.542, H49 1.091, H50 1.090, H51 1.087
38 C -5.43258 4.88975 -4.35769  C34 1.527, H52 1.089, H53 1.090, H54 1.091
39 C -0.83509 4.65287 -2.63954  C30 1.523, H55 1.093, H56 1.089, H57 1.085
40 H 0.07074 6.25492 -4.38546  C29 1.090
41 H -1.26074 6.51753 -5.46062  C29 1.087
42 H -1.34875 7.11633 -3.79909  C29 1.091
43 H -1.49205 2.87483 -4.52736  C31 1.095
44 H -0.24605 3.88377 -5.22590  C31 1.092
45 H -1.85991 4.90806 -6.78494  C32 1.093
46 H -1.97341 3.16915 -6.89094  C32 1.092
47 H -4.22337 4.27797 -6.77939  C33 1.092
48 H -3.95013 3.08378 -5.53011  C33 1.095
49 H -4.13089 7.28066 -4.62958  C37 1.091
50 H -4.80779 6.63885 -6.12123  C37 1.090
51 H -3.08450 6.77932 -5.96035  C37 1.087
52 H -5.60426 3.87492 -4.00297  C38 1.089
53 H -6.10639 5.05539 -5.19785  C38 1.090
54 H -5.70911 5.58277 -3.56137  C38 1.091
55 H -1.04176 5.41423 -1.88320  C39 1.093
56 H 0.23892 4.65017 -2.82255  C39 1.089
57 H -1.08529 3.68138 -2.22569  C39 1.085
58 C 5.83416 -5.78913 2.12326  C59 1.543, H69 1.090, H70 1.087, H71 1.091
59 C 4.61505 -6.50512 2.74114  C58 1.543, C60 1.529, N64 1.493, C68 1.526
60 C 3.35354 -6.08401 1.98724  C59 1.529, C61 1.529, H72 1.095, H73 1.092
61 C 2.94450 -4.64220 2.28828  C60 1.529, C62 1.529, H74 1.093, H75 1.093
62 C 2.79845 -4.42144 3.79375  C61 1.529, C63 1.529, H76 1.091, H77 1.096
63 C 4.01214 -4.86746 4.61000  C62 1.529, N64 1.493, C66 1.542, C67 1.527
64 N 4.48873 -6.22177 4.20152  C59 1.493, C63 1.493, O65 1.285
65 O 3.73960 -7.11571 4.74059  N64 1.285
66 C 5.15160 -3.83665 4.48465  C63 1.542, H78 1.091, H79 1.090, H80 1.087
67 C 3.64009 -4.84959 6.09068  C63 1.527, H81 1.089, H82 1.090, H83 1.091
68 C 4.88994 -7.98968 2.51877  C59 1.526, H84 1.091, H85 1.090, H86 1.088
69 H 6.04256 -6.20383 1.13695  C58 1.090
70 H 5.68802 -4.72426 1.96325  C58 1.087
71 H 6.72514 -5.92920 2.73691  C58 1.091
72 H 2.52562 -6.75017 2.25081  C60 1.095
73 H 3.51403 -6.20503 0.91364  C60 1.092
74 H 3.66859 -3.93752 1.87093  C61 1.093
75 H 1.99345 -4.42363 1.79666  C61 1.093
76 H 2.59848 -3.36716 3.99062  C62 1.091
77 H 1.91348 -4.97262 4.13186  C62 1.096
78 H 6.05391 -4.20139 4.97783  C66 1.091
79 H 4.86715 -2.90194 4.96836  C66 1.090
80 H 5.40334 -3.57439 3.46047  C66 1.087
81 H 2.76601 -5.46164 6.30640  C67 1.089
82 H 3.40300 -3.83026 6.39460  C67 1.090
83 H 4.46701 -5.20306 6.70871  C67 1.091
84 H 5.78320 -8.30300 3.06199  C68 1.091
85 H 5.05681 -8.18067 1.45909  C68 1.090
86 H 4.06093 -8.62070 2.83389  C68 1.088

Calculated values
* F_max: 0.05390 Eh/bohr
* DFT total energy: -2175.67293 Ha
* frontier orbital gap (spin up / spin down): 9.0 / 8.6 eV
* multiplicity: 3
* ⟨S²⟩: 2.008
* LUMO energy (spin up / spin down): 0.72 / 0.35 eV

Löwdin population analysis, charges in e, atoms 1 to 2: -0.077, -0.130



[3]
Here is a cluster of 2 separate species, C3H8IP in total from the OMol25 dataset. Energies are from ωB97M-V/def2-TZVPD.

Last columns: bonded neighbours and bond lengths (Å).
Geometry (Å):
1 C -1.19220 -0.90693 0.08471  C2 1.553, H6 1.078, H7 1.186, H8 1.031
2 C -1.18184 0.64588 0.11144  C1 1.553, C3 1.396, H9 1.113, H10 1.064
3 C -0.33506 1.28786 1.01691  C2 1.396, H11 1.064, H12 1.142
4 P 2.71401 1.39056 -0.22124  I5 2.402, H13 1.516
5 I 3.89852 -0.69069 -0.40530  P4 2.402
6 H -0.47086 -1.42902 0.69143  C1 1.078
7 H -2.28302 -1.37350 0.08003  C1 1.186
8 H -0.91778 -1.25316 -0.84643  C1 1.031
9 H -1.03308 0.88466 -0.96540  C2 1.113
10 H -2.17919 0.94362 0.33168  C2 1.064
11 H -0.22247 2.34572 0.98996  C3 1.064
12 H 0.40939 0.59583 1.53795  C3 1.142
13 H 2.43551 1.51288 -1.70603  P4 1.516

Calculated values
* F_max: 0.08050 Eh/bohr
* DFT total energy: -758.01248 Ha
* frontier orbital gap (spin up / spin down): 6.6 / 8.3 eV
* energy relative to the best compared isomer or geometry (same formula, charge and spin): 99.1 kcal per mole
* LUMO energy (spin up / spin down): -1.35 / 0.00 eV

Löwdin population analysis, charges in e, atoms 1 to 2: -0.108, -0.383



[4]
Here is the molecule C9H11N5O2 from the OMol25 dataset. Energies are from ωB97M-V/def2-TZVPD.

Last columns: bonded neighbours and bond lengths (Å).
Geometry (Å):
1 C 3.53150 -1.47407 -1.51094  C2 1.553, H17 1.098, H18 1.091, H19 1.089
2 C 3.09109 -0.43614 -0.44351  C1 1.553, O3 1.234, C4 1.457
3 O 3.99459 0.06577 0.23061  C2 1.234
4 C 1.69387 -0.08099 -0.23125  C2 1.457, N5 1.345, C16 1.542
5 N 0.70861 -0.74918 -0.85805  C4 1.345, C6 1.384
6 C -0.61958 -0.41304 -0.66382  N5 1.384, C7 1.371, C12 1.495
7 C -1.13636 -0.21537 0.59048  C6 1.371, N8 1.366, N14 1.375
8 N -2.45034 0.06607 0.83659  C7 1.366, C9 1.378, H20 1.021
9 C -3.17939 0.45095 -0.26719  N8 1.378, N10 1.334, N11 1.273
10 N -4.39696 0.97074 -0.10513  C9 1.334, H21 1.000, H22 1.027
11 N -2.85938 0.32834 -1.49318  C9 1.273, C12 1.413
12 C -1.58301 -0.20180 -1.78759  C6 1.495, N11 1.413, O13 1.234
13 O -1.38594 -0.36767 -2.99446  C12 1.234
14 N -0.41136 -0.33631 1.75236  C7 1.375, C15 1.474, H23 1.009
15 C 0.71800 0.56871 2.03084  N14 1.474, C16 1.547, H24 1.111, H25 1.077
16 C 1.31622 1.08691 0.70217  C4 1.542, C15 1.547, H26 1.108, H27 1.096
17 H 3.03191 -2.42566 -1.28736  C1 1.098
18 H 3.20800 -1.12692 -2.49367  C1 1.091
19 H 4.61321 -1.59573 -1.47743  C1 1.089
20 H -2.59578 0.62336 1.68000  N8 1.021
21 H -4.82286 1.14817 -0.99211  N10 1.000
22 H -4.95207 0.48672 0.61055  N10 1.027
23 H -0.17858 -1.30882 1.88834  N14 1.009
24 H 1.53927 0.05630 2.57656  C15 1.111
25 H 0.41171 1.40915 2.63143  C15 1.077
26 H 0.56358 1.70187 0.17015  C16 1.108
27 H 2.15004 1.76861 0.90562  C16 1.096

Calculated values
* F_max: 0.09308 Eh/bohr
* DFT total energy: -773.79734 Ha
* frontier orbital gap: 8.0 eV
* SMILES: CC(=O)C1=Nc2c([nH]c(N)nc2=O)NCC1
* energy relative to the best compared isomer or geometry (same formula, charge and spin): 4.6 kcal per mole
* LUMO energy: -0.73 eV

Löwdin population analysis, charges in e, atoms 1 to 2: -0.007, -0.364



- Which of these has the highest DFT total energy?
  C3H8IP